Computed, not measured: C47H69O3P3SiTa as an isolated structure in a non-equilibrium geometry, with the ωB97M-V functional and the def2-TZVPD basis.

```
! wB97M-V def2-TZVPD RIJCOSX def2/J DEFGRID3
* xyz 3 1
Ta -0.0496 -0.0930 -0.1735
C 1.8852 2.9145 -1.8720
Si 0.9310 2.4164 -0.2941
C 1.9454 2.5017 1.3326
C 2.1994 3.7657 1.8650
C 2.8853 3.9396 3.0544
C 3.3403 2.8311 3.7447
C 3.1191 1.5614 3.2366
C 2.4277 1.3801 2.0428
P 2.2368 -0.2935 1.3019
C 3.8516 -0.6269 0.3951
C 4.9630 -1.0745 1.3590
C 6.3073 -1.0391 0.6310
C 6.7093 0.3978 0.2749
C 5.4836 1.3103 0.2106
C 4.3060 0.5856 -0.4370
C 2.0403 -1.8040 2.4156
C 0.5482 -2.1412 2.6221
C 0.3662 -3.0565 3.8385
C 0.7334 -2.3080 5.1251
C 1.8412 -1.2834 4.8622
C 2.7721 -1.7917 3.7675
C -0.5746 3.5560 -0.1021
C -0.3897 4.9032 -0.4149
C -1.4186 5.8223 -0.3182
C -2.6726 5.4048 0.0963
C -2.8868 4.0713 0.4028
C -1.8508 3.1394 0.3106
P -2.2214 1.3887 0.7131
C -3.9378 1.0979 0.0512
C -4.3642 -0.3563 0.3144
C -5.3201 -0.8200 -0.7825
C -4.6119 -0.8652 -2.1389
C -3.6076 0.2859 -2.2932
C -4.0189 1.4725 -1.4355
C -2.3329 1.3212 2.5799
C -3.4432 2.1932 3.1704
C -3.4466 2.0581 4.6932
C -2.1033 2.4871 5.2694
C -0.9845 1.6291 4.6856
C -0.9785 1.7398 3.1607
H 2.5712 3.7334 -1.6659
H 1.1967 3.2626 -2.6386
H 2.4724 2.1087 -2.3044
H 1.8427 4.6345 1.3362
H 3.0591 4.9308 3.4420
H 3.8719 2.9440 4.6750
H 3.4916 0.7188 3.7922
H 3.6085 -1.4658 -0.2702
H 4.7792 -2.0866 1.7198
H 5.0256 -0.3988 2.2121
H 6.2468 -1.6526 -0.2683
H 7.0607 -1.4875 1.2767
H 7.2225 0.3995 -0.6857
H 7.4076 0.7928 1.0116
H 5.7199 2.1996 -0.3707
H 5.2038 1.6432 1.2106
H 4.6181 0.2498 -1.4268
H 3.4815 1.2897 -0.5660
H 2.4882 -2.5825 1.7818
H 0.1556 -2.6333 1.7241
H -0.0344 -1.2266 2.8110
H 0.9870 -3.9456 3.7232
H -0.6674 -3.3982 3.8927
H 1.0606 -3.0266 5.8740
H -0.1416 -1.7985 5.5280
H 2.3999 -1.1014 5.7782
H 1.4054 -0.3305 4.5504
H 3.0736 -2.8127 4.0080
H 3.6900 -1.2099 3.7234
H 0.5832 5.2360 -0.7428
H -1.2430 6.8560 -0.5691
H -3.4851 6.1112 0.1686
H -3.8782 3.7697 0.7034
H -4.5897 1.7726 0.6169
H -4.8544 -0.4295 1.2863
H -3.4920 -1.0187 0.3233
H -6.1671 -0.1368 -0.8271
H -5.7125 -1.8056 -0.5319
H -5.3605 -0.8287 -2.9300
H -4.0779 -1.8111 -2.2346
H -3.5412 0.5887 -3.3367
H -2.6030 -0.0366 -1.9777
H -5.0430 1.7562 -1.6868
H -3.3834 2.3364 -1.6491
H -2.5328 0.2712 2.8395
H -4.4176 1.8898 2.7874
H -3.2685 3.2379 2.9090
H -3.6570 1.0230 4.9680
H -4.2441 2.6767 5.1019
H -2.1202 2.3849 6.3529
H -1.9212 3.5371 5.0338
H -1.1381 0.5885 4.9796
H -0.0211 1.9551 5.0804
H -0.1728 1.1109 2.7422
H -0.7678 2.7764 2.8831
O 1.3169 -1.6259 -1.3598
C 1.0033 -0.9861 -2.3970
O 0.2025 0.0070 -2.2442
C 1.5200 -1.2905 -3.7163
C 1.4636 -0.3095 -4.7179
C 1.9801 -0.5794 -5.9674
C 2.5036 -1.8376 -6.2435
C 2.5462 -2.8220 -5.2595
C 2.0884 -2.5427 -3.9879
H 1.0217 0.6502 -4.5032
H 1.9762 0.1833 -6.7307
H 2.8652 -2.0527 -7.2369
H 2.9331 -3.8037 -5.4894
H 2.1222 -3.2862 -3.2059
C -3.2978 -4.2215 -0.6904
P -1.7241 -3.4476 -1.1561
C -0.4074 -4.5010 -0.4712
C -1.5607 -3.4907 -2.9683
O -1.6328 -2.0292 -0.6061
H -3.3227 -5.2428 -1.0605
H -4.1431 -3.6825 -1.1080
H -3.3825 -4.2304 0.3941
H -0.4221 -5.4725 -0.9555
H -0.5835 -4.6517 0.5914
H 0.5584 -4.0277 -0.6330
H -1.6355 -4.5191 -3.3092
H -0.5988 -3.0905 -3.2788
H -2.3537 -2.9098 -3.4331
*
```

Calculated values
DFT total energy   -93277.2377 eV
Max |F|   3.36 eV/Å



Computed, not measured: a 10-piece molecular cluster, C47H75N10O7P overall in a non-equilibrium geometry, with the ωB97M-V functional and the def2-TZVPD basis.

```
! wB97M-V def2-TZVPD RIJCOSX def2/J DEFGRID3
* xyz 0 1
C 1.9740 -2.1157 -2.1443
C 0.8498 -2.6531 -1.2462
C 1.2412 -2.7619 0.2434
O 0.5461 -1.8233 1.0523
C -0.3896 -2.4088 1.9344
C 0.3519 -3.0471 3.0887
C 0.1492 -4.2813 3.5147
O -0.8321 -5.1154 2.9669
C -0.3356 -5.9019 2.0624
N 0.1115 -6.4945 1.1852
C 0.9420 -4.8683 4.6388
O 0.5338 -5.8030 5.2762
C 2.2650 -4.2177 4.8721
P 3.6430 -5.1087 5.6354
O 4.3973 -5.8152 4.5882
O 3.0941 -6.1127 6.7304
O 4.6137 -4.0643 6.3807
C 2.4697 -2.9661 4.4834
C 1.3698 -2.2244 3.8008
O 1.2876 -1.0225 3.8680
H 2.0025 -2.6943 -3.0648
H 2.9593 -2.1631 -1.6846
H 1.8103 -1.0806 -2.4352
H 0.0202 -1.9505 -1.2753
H 0.5303 -3.6246 -1.6080
H 2.3110 -2.5631 0.3140
H 1.0970 -3.7926 0.5683
H -0.9410 -3.1889 1.4142
H -1.0561 -1.6390 2.3124
H 3.7128 -6.8620 6.6856
H 5.0697 -3.6071 5.6563
H 3.4090 -2.4705 4.6657
C 1.8478 -0.0246 -5.6473
C 2.9834 -0.6921 -6.4143
C 2.5682 -2.0251 -7.0458
C 2.1440 -2.9883 -6.0248
N 1.8117 -3.7397 -5.2248
H 1.5183 -0.6409 -4.8108
H 2.1738 0.9323 -5.2399
H 0.9881 0.1600 -6.2954
H 3.8288 -0.8534 -5.7439
H 3.3261 -0.0221 -7.2063
H 3.3995 -2.4628 -7.5988
H 1.7420 -1.8766 -7.7430
C 6.5135 -1.9430 -8.7551
C 7.7053 -1.2083 -8.1533
C 8.1623 -1.8064 -6.8183
C 7.0895 -1.7448 -5.8211
N 6.2407 -1.6964 -5.0515
H 5.6405 -1.8785 -8.1040
H 6.2398 -1.5057 -9.7153
H 6.7416 -2.9979 -8.9176
H 7.4475 -0.1573 -8.0111
H 8.5416 -1.2404 -8.8535
H 9.0225 -1.2607 -6.4308
H 8.4552 -2.8495 -6.9449
C -3.6078 2.8341 1.6070
C -3.0370 2.5579 2.9913
C -2.0148 1.4189 3.0038
C -2.6182 0.1611 2.5597
N -3.0658 -0.8431 2.2309
H -4.1687 1.9800 1.2217
H -4.2928 3.6812 1.6468
H -2.8202 3.0735 0.9000
H -3.8537 2.3298 3.6803
H -2.5438 3.4590 3.3639
H -1.6230 1.2750 4.0117
H -1.1770 1.6585 2.3473
C -1.5777 8.5228 1.6665
C -1.6673 7.5234 2.8122
C -0.8329 6.2609 2.5678
C -1.2853 5.5610 1.3626
N -1.6394 5.0132 0.4191
H -1.9720 8.0995 0.7423
H -2.1579 9.4117 1.8953
H -0.5419 8.8258 1.4922
H -2.7123 7.2468 2.9656
H -1.3236 7.9960 3.7340
H -0.9122 5.5749 3.4114
H 0.2208 6.5120 2.4420
C -2.1385 -9.5682 2.1025
C -1.6840 -9.6658 0.6546
C -2.8223 -10.0040 -0.3153
C -3.4251 -11.3024 0.0051
N -3.8926 -12.3164 0.2676
H -2.5307 -10.5188 2.4690
H -1.3009 -9.2943 2.7331
H -2.9176 -8.8085 2.2183
H -0.8997 -10.4197 0.5749
H -1.2430 -8.7132 0.3581
H -2.4508 -10.0437 -1.3395
H -3.6029 -9.2430 -0.2703
C 0.0394 -8.5467 6.3014
C -0.0277 -10.0524 6.5366
C 1.0262 -10.8266 5.7369
C 0.8432 -10.6176 4.2985
N 0.6824 -10.4213 3.1804
H -0.1608 -8.2960 5.2590
H -0.7040 -8.0310 6.9087
H 1.0213 -8.1479 6.5631
H -1.0226 -10.4161 6.2732
H 0.1182 -10.2610 7.5981
H 0.9555 -11.8951 5.9410
H 2.0305 -10.4980 6.0082
C 0.5007 4.0950 6.8838
C 0.3860 2.5994 6.6120
C 1.3641 2.1093 5.5379
C 1.1183 2.7799 4.2589
N 0.9145 3.2978 3.2566
H 0.2568 4.6809 5.9961
H -0.1888 4.3942 7.6729
H 1.5109 4.3605 7.2002
H -0.6364 2.3650 6.3073
H 0.5782 2.0484 7.5339
H 1.2597 1.0347 5.3822
H 2.3942 2.3065 5.8377
C -4.4798 10.3585 -3.0060
C -3.0919 10.8117 -2.5706
C -2.5902 10.0776 -1.3225
C -3.4790 10.3132 -0.1803
N -4.2005 10.5227 0.6861
H -5.2295 10.5683 -2.2415
H -4.7800 10.8839 -3.9129
H -4.4950 9.2865 -3.2143
H -3.1075 11.8864 -2.3816
H -2.3869 10.6410 -3.3854
H -1.5903 10.4195 -1.0537
H -2.5397 9.0030 -1.5051
C -4.5272 8.3213 -7.9615
C -5.5264 9.3579 -7.4609
C -5.0722 10.7988 -7.7202
C -3.8064 11.0810 -7.0365
N -2.8125 11.2847 -6.5019
H -3.5701 8.4093 -7.4458
H -4.9025 7.3137 -7.7852
H -4.3491 8.4323 -9.0328
H -5.6899 9.2156 -6.3910
H -6.4872 9.2027 -7.9544
H -5.8203 11.5055 -7.3605
H -4.9331 10.9713 -8.7882
*
```

Calculated values
DFT total energy   -88475.4220 eV
SMILES string   CCCOCC1=C(OC#N)C(=O)C(P(=O)(O)O)=CC1=O.CCCC#N.CCCC#N.CCCC#N.CCCC#N.CCCC#N.CCCC#N.CCCC#N.CCCC#N.CCCC#N
Max |F|   1.76 eV/Å



Computed, not measured: a 8-piece molecular cluster, C47H80N2O19S overall in a non-equilibrium geometry, with the ωB97M-V functional and the def2-TZVPD basis.

```
! wB97M-V def2-TZVPD RIJCOSX def2/J DEFGRID3
* xyz 0 1
C 8.8266 -1.4044 0.8455
C 8.5869 -0.5947 -0.5088
C 9.1157 0.9219 -0.4131
C 7.9495 2.0116 -0.5848
C 7.7199 2.8217 0.7739
C 6.7957 4.1129 0.6271
C 5.5518 3.8771 -0.3469
C 4.2231 4.5353 0.2779
C 3.0879 3.4347 0.6253
C 2.8177 3.3093 2.1874
C 2.2755 1.8899 2.6679
C 1.2086 1.2128 1.6984
C 1.6774 -0.1552 1.0401
C 3.0280 -0.1936 0.1779
N 4.2592 0.0502 0.9679
C 5.0492 -1.1873 1.2083
O 2.0934 -0.9381 2.2450
S 1.6386 -2.5186 2.0014
O 1.0064 -3.1818 3.1867
O 2.7050 -3.5115 1.6026
O 0.7368 -2.4375 0.5545
C 0.4115 -0.9957 0.5360
N -0.4741 -0.4729 -0.5373
C 0.2391 0.4062 -1.4998
C -1.7375 0.1107 -0.0414
C -2.0750 1.6517 0.0602
O -2.6259 -0.6900 0.3512
H 9.1897 -0.7480 1.6984
H 9.6298 -2.1943 0.6774
H 7.9027 -1.9514 1.2286
H 7.5058 -0.6422 -0.8697
H 9.2074 -1.1133 -1.3122
H 9.5754 1.0930 0.6145
H 9.8568 1.1147 -1.2589
H 8.1523 2.7387 -1.4267
H 6.9831 1.4309 -0.7817
H 8.7461 3.1815 1.1118
H 7.3229 2.1168 1.5796
H 6.3862 4.3707 1.6612
H 7.3518 5.0361 0.2599
H 5.3356 2.7740 -0.4974
H 5.7071 4.3216 -1.3772
H 3.8120 5.2324 -0.5318
H 4.4193 5.1943 1.1788
H 2.1302 3.8511 0.1551
H 3.3247 2.4639 0.0993
H 3.8325 3.4523 2.7016
H 2.1777 4.1730 2.5809
H 3.1722 1.2502 2.9126
H 1.7447 2.0726 3.6663
H 0.8343 1.9848 0.9473
H 0.2897 0.9578 2.3340
H 3.1083 -1.2551 -0.2485
H 2.9240 0.5003 -0.7260
H 4.8662 0.6436 0.3821
H 5.3131 -1.7511 0.2599
H 6.0474 -0.8449 1.6540
H 4.5594 -1.8242 1.9998
H -0.2800 -0.9402 1.4534
H 1.1266 -0.1724 -1.9266
H 0.5513 1.4157 -1.0949
H -0.4347 0.6201 -2.3989
H -3.1711 1.7783 0.3043
H -1.8857 2.1092 -0.9612
H -1.3936 2.0876 0.8655
O -4.0201 -3.0397 5.4561
C -3.7119 -3.3380 4.3338
C -2.3099 -3.4273 3.7948
C -2.5341 -3.4404 2.3022
C -3.8952 -4.0852 2.1859
O -4.6055 -3.6863 3.3680
H -1.8526 -4.3554 4.1448
H -1.7179 -2.5657 4.0987
H -1.7581 -3.9666 1.7446
H -2.5704 -2.4136 1.9317
H -3.8395 -5.1776 2.1646
H -4.4310 -3.7405 1.3018
O -3.1534 4.1960 -3.0190
C -4.1426 4.1145 -2.3415
C -5.4756 4.7463 -2.6441
C -6.1856 4.6499 -1.3078
C -5.5622 3.4149 -0.6973
O -4.2153 3.3872 -1.1957
H -5.9795 4.1609 -3.4163
H -5.3552 5.7805 -2.9630
H -7.2712 4.5877 -1.3900
H -5.9436 5.5270 -0.7000
H -6.0682 2.4962 -1.0081
H -5.5493 3.4593 0.3927
O 10.9059 -1.6365 -2.3434
C 11.1622 -2.8093 -2.4019
C 12.3351 -3.4896 -1.7468
C 12.3723 -4.8233 -2.4663
C 10.9199 -5.0355 -2.8305
O 10.3900 -3.7213 -3.0482
H 12.1282 -3.6070 -0.6806
H 13.2524 -2.9231 -1.9001
H 12.7891 -5.6344 -1.8679
H 12.9733 -4.7328 -3.3759
H 10.3538 -5.5101 -2.0239
H 10.8078 -5.6305 -3.7375
O -7.8856 0.2169 -0.9708
C -7.8004 -0.8276 -0.3801
C -6.5362 -1.4217 0.1834
C -6.9481 -2.8568 0.4400
C -8.4280 -2.7295 0.7112
O -8.8653 -1.6247 -0.0919
H -6.2779 -0.9002 1.1080
H -5.7192 -1.3580 -0.5343
H -6.4011 -3.3297 1.2546
H -6.7876 -3.4517 -0.4648
H -8.6411 -2.5041 1.7602
H -8.9731 -3.6304 0.4256
O 5.1369 8.3075 0.6531
C 4.1768 8.2230 1.3681
C 2.8345 8.8569 1.1144
C 2.1734 8.7587 2.4752
C 2.8177 7.5218 3.0605
O 4.1428 7.4931 2.5159
H 2.3023 8.2733 0.3598
H 2.9442 9.8918 0.7938
H 1.0851 8.6977 2.4319
H 2.4379 9.6341 3.0757
H 2.2999 6.6040 2.7659
H 2.8701 7.5634 4.1492
O -5.6719 -6.0496 -2.5227
C -6.2753 -5.2939 -3.2344
C -5.6914 -4.5186 -4.3863
C -6.7598 -3.4760 -4.6451
C -8.0189 -4.1850 -4.2023
O -7.6117 -5.0498 -3.1318
H -5.5627 -5.1902 -5.2380
H -4.7423 -4.0616 -4.1096
H -6.7994 -3.1350 -5.6803
H -6.5826 -2.6031 -4.0095
H -8.4529 -4.7970 -4.9981
H -8.7753 -3.4870 -3.8411
O -13.5219 -2.9214 -2.5110
C -13.2741 -3.4850 -1.4805
C -12.2750 -3.0358 -0.4469
C -12.1030 -4.2836 0.3933
C -13.4474 -4.9608 0.2498
O -13.9036 -4.6170 -1.0646
H -12.7035 -2.2129 0.1295
H -11.3380 -2.7336 -0.9128
H -11.8314 -4.0795 1.4301
H -11.3216 -4.9139 -0.0424
H -14.1769 -4.5960 0.9787
H -13.3716 -6.0452 0.3393
*
```

Calculated values
DFT total energy   -102750.0771 eV
SMILES string   CCCCCCCCCCCC[C@@]1(CNC)OS(=O)(=O)O[C@@H]1N(C)C(C)=O.O=C1CCCO1.O=C1CCCO1.O=C1CCCO1.O=C1CCCO1.O=C1CCCO1.O=C1CCCO1.O=C1CCCO1
Max |F|   7.57 eV/Å